(1)
The following is a quantum chemistry calculation of a cluster of 6 separate species, C30H55I2N2O9PSi in total, from the OMol25 dataset.

The LUMO energy comes out at -1.228 eV. Its frontier orbital gap is 6.67 eV. Its net charge is 0. The calculation puts the calculated total energy at -3188.79147 hartree.

The geometry in XYZ format:
```
100
Properties=species:S:1:pos:R:3:mulliken_charge:R:1
C -0.323 -5.095 -0.379 -0.571
C -0.534 -3.551 -0.867 -0.025
C 0.103 -2.587 0.291 -1.501
I -1.300 -2.309 1.983 0.119
C 0.675 -1.204 -0.278 0.956
C 2.244 -0.988 -0.110 0.113
N 3.126 -1.942 0.547 -0.537
C 2.791 0.375 -0.689 0.492
C 4.385 0.680 -0.576 -0.243
O 5.144 0.759 -1.591 -0.660
O 4.853 0.795 0.734 -0.684
C 1.856 1.439 -1.371 0.381
C 2.578 2.769 -1.864 -1.055
C 3.125 3.681 -0.653 -0.176
O 2.643 5.049 -0.666 -0.256
Si 2.518 5.466 1.047 0.831
C 4.058 4.936 2.063 -1.095
C 0.886 4.591 1.650 -0.635
C 2.279 7.342 1.345 -0.996
N 0.413 1.159 -1.512 0.093
P -0.598 2.396 -2.350 0.188
C -1.923 3.069 -1.126 -0.893
O -1.390 1.662 -3.719 -0.550
C -0.165 -0.101 -0.994 -0.260
I -2.317 -0.498 -1.248 0.145
H 0.460 -5.620 -1.039 0.171
H -1.313 -5.656 -0.496 0.201
H -0.007 -5.155 0.733 0.089
H 0.117 -3.422 -1.797 0.268
H -1.648 -3.377 -1.028 0.228
H 0.955 -3.223 0.750 0.534
H 2.917 -2.875 0.127 0.243
H 4.122 -1.783 0.326 0.354
H 3.502 2.426 -2.476 0.412
H 1.968 3.427 -2.568 0.442
H 2.883 3.108 0.329 0.282
H 4.269 3.712 -0.742 0.167
H 4.138 5.472 3.083 0.313
H 4.069 3.803 2.315 0.310
H 5.062 5.146 1.522 0.310
H 0.228 5.392 2.138 0.400
H 1.087 3.681 2.313 0.299
H 0.311 4.240 0.705 -0.196
H 3.281 7.767 1.711 0.298
H 1.852 7.916 0.452 0.119
H 1.540 7.461 2.232 0.297
H -1.634 2.767 -0.063 0.297
H -2.037 4.215 -1.249 0.217
H -2.950 2.629 -1.408 0.426
H -2.060 2.282 -4.088 0.306
C 0.321 -9.068 -2.571 -0.991
C -0.525 -7.919 -3.048 0.752
O -0.798 -6.987 -2.311 -0.461
C -1.022 -7.965 -4.469 -1.176
H 0.606 -8.900 -1.530 0.188
H -0.248 -9.998 -2.632 0.332
H 1.228 -9.138 -3.176 0.361
H -1.650 -8.846 -4.614 0.336
H -0.175 -7.985 -5.158 0.339
H -1.618 -7.072 -4.673 0.292
C -1.201 -8.220 1.783 -0.890
C -1.218 -9.642 1.288 0.777
O -0.299 -10.094 0.628 -0.556
C -2.415 -10.485 1.641 -1.200
H -0.280 -7.734 1.454 0.184
H -2.051 -7.673 1.371 0.330
H -1.234 -8.206 2.874 0.367
H -3.320 -10.038 1.223 0.320
H -2.502 -10.571 2.727 0.338
H -2.292 -11.485 1.220 0.326
C -0.940 6.499 -3.180 -1.069
C -0.160 7.271 -2.149 0.996
O -0.668 7.609 -1.094 -0.563
C 1.270 7.608 -2.473 -1.022
H -1.955 6.327 -2.813 0.245
H -0.996 7.071 -4.109 0.434
H -0.463 5.532 -3.359 0.197
H 1.313 8.230 -3.370 0.463
H 1.843 6.690 -2.620 0.145
H 1.708 8.164 -1.641 0.199
C -1.353 -5.498 6.414 -1.213
C -0.680 -5.348 5.075 0.883
O -1.327 -5.297 4.045 -0.494
C 0.823 -5.265 5.060 -1.046
H -2.435 -5.545 6.273 0.297
H -1.022 -6.421 6.895 0.346
H -1.120 -4.637 7.045 0.355
H 1.250 -6.178 5.481 0.347
H 1.153 -4.394 5.631 0.360
H 1.169 -5.159 4.029 0.182
C -5.304 8.737 0.546 -1.082
C -4.615 8.873 -0.786 0.731
O -5.249 8.909 -1.825 -0.572
C -3.112 8.960 -0.782 -0.788
H -6.384 8.685 0.391 0.307
H -4.977 7.821 1.043 0.301
H -5.082 9.605 1.170 0.309
H -2.689 8.056 -0.346 0.247
H -2.793 9.839 -0.217 0.381
H -2.753 9.055 -1.809 0.189
```



(2)
The following is a quantum chemistry calculation of a structure of composition C24H28N5O9SV, from the OMol25 dataset.

The value obtained for the relative energy (zero: lowest compared OMol25 entry of this formula, charge and spin) is 0.548 eV. The LUMO energy (spin up / spin down) comes out at -9.318 / -9.321 eV. Its frontier orbital gap (spin up / spin down) is 4.82 / 4.81 eV. Its net charge is +2. The calculation puts the calculated total energy at -3224.00788 hartree.

The geometry in XYZ format:
```
68
Properties=species:S:1:pos:R:3:mulliken_charge:R:1
V -1.702 0.064 1.571 0.103
C -3.570 2.371 0.798 -0.946
O -3.212 0.980 0.639 0.552
C -4.092 0.203 -0.244 -0.669
C -3.867 0.462 -1.710 -0.819
O -2.671 -0.151 -2.125 -0.139
C -2.501 -0.068 -3.539 -0.786
H -4.640 2.438 0.988 0.373
H -3.298 2.923 -0.097 0.255
H -3.036 2.751 1.665 0.263
H -5.112 0.458 0.045 0.623
H -3.905 -0.846 -0.019 0.221
H -3.861 1.538 -1.927 0.353
H -4.725 0.030 -2.243 0.556
H -3.335 -0.551 -4.054 0.347
H -1.579 -0.590 -3.784 0.187
H -2.434 0.975 -3.862 0.316
O -4.581 -0.193 3.461 -0.497
S -3.201 -0.319 3.706 1.144
O -2.607 -1.190 2.199 -0.358
O -2.383 0.872 3.238 -0.413
O -2.622 -1.020 4.776 -0.492
C 2.151 -0.470 4.134 -0.868
N 1.558 0.703 3.466 0.341
C 2.056 1.968 3.577 -0.227
C 1.496 3.015 2.933 -1.081
C 0.375 2.779 2.084 0.756
N -0.111 1.522 2.019 0.468
C 0.463 0.536 2.711 0.156
O -0.150 -0.577 2.613 -0.837
N -0.180 3.723 1.349 -0.282
H 3.054 -0.154 4.647 0.345
H 2.396 -1.220 3.386 0.324
H 1.442 -0.883 4.848 0.325
H 2.927 2.076 4.208 0.466
H 1.911 4.006 3.032 0.454
H 0.192 4.659 1.363 0.283
H -0.779 3.446 0.579 0.141
O -0.962 2.022 -0.806 -0.718
C -0.459 0.919 -0.882 -1.226
N 0.488 0.472 -1.710 0.510
C 1.017 -0.851 -1.369 3.714
C -0.037 -1.311 -0.360 -1.054
O -0.184 -2.375 0.151 -0.552
N -0.803 -0.163 -0.009 2.163
C 2.298 -0.746 -0.530 -0.689
C 2.989 -1.912 -0.210 -0.247
C 4.111 -1.855 0.599 -0.975
C 4.557 -0.634 1.094 -0.602
C 3.869 0.528 0.782 -0.968
C 2.733 0.473 -0.019 -0.202
C 1.157 -1.738 -2.591 -0.197
C 2.264 -1.544 -3.415 -0.251
C 2.390 -2.269 -4.588 -0.940
C 1.421 -3.200 -4.938 -0.546
C 0.324 -3.401 -4.114 -1.027
C 0.186 -2.668 -2.943 -0.433
H 0.850 1.032 -2.467 0.334
H 2.649 -2.863 -0.603 0.557
H 4.651 -2.764 0.831 0.459
H 5.453 -0.591 1.699 0.496
H 4.235 1.486 1.131 0.557
H 2.221 1.393 -0.278 0.587
H 3.035 -0.837 -3.131 0.446
H 3.251 -2.116 -5.225 0.440
H 1.527 -3.776 -5.847 0.435
H -0.425 -4.135 -4.377 0.459
H -0.671 -2.845 -2.306 0.536
```



(3)
The following is a quantum chemistry calculation of a cluster of 2 separate species, C4H13NS in total, from the OMol25 dataset.

The value obtained for the relative energy (zero: lowest compared OMol25 entry of this formula, charge and spin) is 2.828 eV. The LUMO energy comes out at -0.711 eV. Its frontier orbital gap is 4.89 eV. Its net charge is 0. The calculation puts the calculated total energy at -613.02509 hartree.

The geometry in XYZ format:
```
19
Properties=species:S:1:pos:R:3:mulliken_charge:R:1
C -1.652 0.721 0.351 -1.137
C -0.999 -0.516 0.997 -0.125
S -1.504 -2.102 0.389 -0.547
H -1.057 1.644 0.424 0.265
H -2.605 0.997 0.813 0.350
H -1.871 0.488 -0.699 0.308
H -1.190 -0.350 2.068 0.272
H 0.094 -0.390 0.859 -0.262
C 2.687 1.410 0.175 -1.152
C 1.601 1.712 -0.847 0.003
N 1.327 0.476 -1.665 -0.341
H 2.523 0.380 0.486 0.371
H 3.667 1.459 -0.300 0.355
H 2.580 2.046 1.046 0.354
H 0.669 1.978 -0.374 -0.072
H 1.725 2.550 -1.525 0.408
H 0.511 -0.074 -1.340 0.210
H 2.133 -0.133 -1.799 0.360
H 1.043 0.705 -2.623 0.383
```



(4)
The following is a quantum chemistry calculation of a structure of composition C33H36F6Ge2N5O7S2SiTi, from the OMol25 dataset.

The value obtained for the relative energy (zero: lowest compared OMol25 entry of this formula, charge and spin) is 0.000 eV. Its spin multiplicity is 4. The LUMO energy (spin up / spin down) comes out at 4.290 / 3.822 eV. Its frontier orbital gap (spin up / spin down) is 4.20 / 7.22 eV. Its net charge is -2. The calculation puts the calculated total energy at -8768.21370 hartree. As for the expectation value of S²: 3.77.

The geometry in XYZ format:
```
93
Properties=species:S:1:pos:R:3:mulliken_spin:R:1
Ti 1.507 0.929 -0.524 1.129
O 4.125 -0.626 -3.392 0.166
C 3.550 -0.397 -2.330 0.090
N 3.077 0.876 -1.911 -0.005
C 3.662 2.008 -2.352 -0.004
O 4.598 2.189 -3.120 0.006
C 3.099 3.228 -1.638 0.027
C 3.516 4.507 -1.966 -0.002
C 3.039 5.568 -1.216 0.005
C 2.194 5.313 -0.144 -0.003
C 1.830 4.004 0.118 0.014
N 2.259 2.991 -0.631 0.009
C 3.284 -1.379 -1.312 0.299
C 3.820 -2.679 -1.381 -0.086
C 3.785 -3.492 -0.284 0.173
C 3.216 -2.983 0.921 0.158
C 2.626 -1.750 0.894 0.094
N 2.570 -0.957 -0.195 0.269
H 4.205 4.618 -2.792 0.000
H 3.331 6.585 -1.453 0.001
H 1.817 6.110 0.481 0.000
H 1.182 3.734 0.943 0.002
H 4.280 -2.977 -2.314 0.005
H 4.198 -4.494 -0.320 0.025
H 3.196 -3.563 1.833 0.012
H 2.156 -1.350 1.785 -0.135
F 1.008 3.595 -5.173 0.000
C 1.110 2.259 -5.267 0.001
F 2.370 1.918 -5.099 0.000
F 0.724 1.904 -6.498 0.000
S 0.006 1.511 -3.994 0.001
O 0.468 2.041 -2.734 -0.008
O -1.318 1.864 -4.418 0.001
N 0.375 -0.003 -4.249 0.002
S 0.163 -1.118 -3.178 0.030
O 0.902 -2.293 -3.504 -0.001
O 0.178 -0.633 -1.810 0.114
C -1.595 -1.658 -3.406 -0.001
F -1.841 -1.923 -4.694 0.001
F -2.457 -0.736 -2.995 0.000
F -1.814 -2.780 -2.707 0.001
C -2.953 1.707 -1.141 0.006
Si -1.588 2.527 -0.151 0.039
C -2.324 3.000 1.539 -0.005
C -1.260 4.183 -1.007 0.005
O -0.279 1.604 0.072 -0.224
H -3.846 2.339 -1.084 -0.001
H -3.213 0.720 -0.755 0.002
H -2.682 1.609 -2.191 0.001
H -3.402 2.822 1.568 0.000
H -2.153 4.057 1.758 0.000
H -1.865 2.422 2.344 0.001
H -2.215 4.585 -1.359 0.000
H -0.603 4.076 -1.870 -0.001
H -0.825 4.919 -0.327 0.000
C -0.449 1.095 4.341 -0.009
Ge -0.386 -0.804 3.852 0.137
C -1.765 -1.687 4.977 0.043
C 1.341 -1.532 4.432 0.005
Ge -0.798 -1.254 1.482 0.299
C -2.737 -1.114 1.181 0.158
C -3.356 -1.871 0.184 0.010
C -4.712 -1.737 -0.078 -0.026
C -5.480 -0.842 0.656 0.043
C -4.882 -0.083 1.653 -0.024
C -3.524 -0.219 1.907 0.031
C -0.430 -3.169 1.115 0.122
C -0.732 -4.136 2.075 0.016
C -0.498 -5.484 1.835 0.008
C 0.036 -5.889 0.619 0.003
C 0.340 -4.940 -0.346 0.029
C 0.117 -3.594 -0.095 0.112
H 0.207 1.250 5.198 -0.001
H -1.464 1.397 4.608 0.001
H -0.077 1.712 3.526 0.001
H -1.666 -1.304 5.996 0.000
H -1.629 -2.768 5.003 -0.003
H -2.773 -1.476 4.620 -0.002
H 1.370 -1.518 5.524 0.001
H 2.145 -0.904 4.049 0.002
H 1.484 -2.557 4.087 0.000
H -2.769 -2.570 -0.400 -0.002
H -5.167 -2.324 -0.866 -0.001
H -6.537 -0.729 0.445 0.004
H -5.470 0.625 2.225 0.000
H -3.068 0.399 2.675 0.012
H -1.160 -3.840 3.026 -0.022
H -0.733 -6.217 2.598 0.000
H 0.223 -6.940 0.430 0.000
H 0.778 -5.236 -1.291 0.013
H 0.411 -2.868 -0.842 -0.160
N 2.477 1.391 2.663 0.044
C 2.136 1.205 1.569 -0.055
```



The highest calculated total energy belongs to which entry?
C4H13NS



What is the formula in the first record?
C30H55I2N2O9PSi



Which of these has the highest calculated total energy?
C4H13NS



Which value of net charge does entry 1 give?
0